Molecular formula: C2H8NO2P
Method: DFT, ωB97M-V/def2-TZVPD

Frontier orbital gap   0.359 Ha
2S+1   1
Energy relative to the best compared isomer or geometry (same formula, charge and spin)   101.0 kcal/mol
HOMO energy   -0.3406 Ha

Positions of all 14 atoms, in Å:
C 1.617 -1.231 0.755
C -3.024 -0.305 0.584
N 1.843 1.959 0.491
O 0.780 -0.409 -0.127
O -2.536 0.732 0.132
P 0.572 1.235 -0.100
H 2.584 -0.840 0.996
H 1.642 -2.247 0.233
H 1.113 -1.190 1.682
H -2.518 -0.829 1.325
H -3.853 -0.862 0.135
H -0.289 0.353 -3.424
H 1.629 2.973 0.683
H 0.439 0.662 -3.365